Entry 1:
{"formula": "C29H66N13O8", "method": "ωB97M-V/def2-TZVPD", "elements": ["C", "C", "N", "C", "N", "C", "N", "C", "N", "N", "H", "H", "H", "H", "H", "H", "H", "H", "H", "H", "C", "C", "O", "N", "C", "H", "H", "H", "H", "H", "H", "H", "C", "C", "O", "N", "C", "H", "H", "H", "H", "H", "H", "H", "C", "C", "O", "N", "C", "H", "H", "H", "H", "H", "H", "H", "C", "C", "O", "N", "C", "H", "H", "H", "H", "H", "H", "H", "C", "C", "O", "N", "C", "H", "H", "H", "H", "H", "H", "H", "C", "C", "O", "N", "C", "H", "H", "H", "H", "H", "H", "H", "C", "C", "O", "N", "C", "H", "H", "H", "H", "H", "H", "H", "C", "C", "O", "N", "C", "H", "H", "H", "H", "H", "H", "H"], "positions_angstrom": [[3.706911, -1.081939, 3.214884], [2.366573, -0.957718, 2.539946], [2.108540, -0.200539, 1.564191], [1.249779, -1.832029, 3.073550], [-0.081685, -1.251768, 2.858734], [-1.254631, -1.873633, 2.820773], [-2.260238, -1.037112, 2.650769], [-1.700516, 0.173687, 2.560738], [-2.272801, 1.392318, 2.381620], [-0.367609, 0.046425, 2.688999], [4.396183, -1.628952, 2.577248], [4.085651, -0.083046, 3.412225], [3.627463, -1.602427, 4.166117], [2.946767, 0.320847, 1.288360], [1.247759, -2.817536, 2.612534], [1.397253, -1.981364, 4.142241], [-1.378236, -2.937875, 2.928458], [-2.543369, 1.738027, 1.475110], [-2.520150, 1.926553, 3.198665], [0.342460, 0.762720, 2.635185], [-4.729604, 0.709160, 5.565492], [-3.794255, 1.850985, 5.880056], [-3.802693, 2.893261, 5.239322], [-2.932617, 1.680729, 6.915653], [-2.805416, 0.527817, 7.790587], [-5.359286, 0.998072, 4.729737], [-4.171669, -0.186727, 5.287295], [-5.360654, 0.475853, 6.423150], [-2.337699, 2.477174, 7.083501], [-2.997125, 0.813031, 8.825023], [-1.796525, 0.113018, 7.732427], [-3.521026, -0.241088, 7.515072], [3.348252, 1.145831, -2.267689], [4.512688, 1.144395, -1.304431], [4.427750, 1.664385, -0.192713], [5.656985, 0.563410, -1.713672], [5.943401, -0.080271, -2.990855], [2.513642, 1.653563, -1.794308], [3.605607, 1.670250, -3.188133], [3.049986, 0.128119, -2.520114], [6.396616, 0.598942, -1.029258], [6.218991, -1.122319, -2.829939], [6.777276, 0.414407, -3.485342], [5.074213, -0.044666, -3.638259], [-5.499708, 4.774324, 1.800921], [-5.339768, 3.338997, 1.370535], [-4.234807, 2.852593, 1.150941], [-6.457169, 2.592166, 1.237102], [-7.836244, 2.992672, 1.455912], [-4.514814, 5.224976, 1.860639], [-6.101022, 5.329865, 1.080951], [-5.972869, 4.832339, 2.781098], [-6.280101, 1.643884, 0.945427], [-8.289859, 2.378229, 2.234069], [-8.414840, 2.872783, 0.539688], [-7.884636, 4.030960, 1.763068], [11.057216, 0.493959, -4.912610], [9.592112, 0.755676, -5.177794], [8.715122, 0.050647, -4.690915], [9.273255, 1.801208, -5.969125], [10.162103, 2.730906, -6.638777], [11.136454, -0.371914, -4.263316], [11.589409, 0.288891, -5.841457], [11.523336, 1.349205, -4.422198], [8.280991, 1.933956, -6.102205], [9.957766, 3.748963, -6.312193], [10.007307, 2.689026, -7.717176], [11.198095, 2.489238, -6.426128], [-4.399963, -3.965475, -0.579946], [-4.279668, -3.225887, -1.894026], [-5.021923, -3.447325, -2.831605], [-3.294426, -2.289486, -1.996433], [-2.323163, -1.896935, -0.999130], [-5.222729, -4.667796, -0.662359], [-3.485134, -4.517843, -0.359706], [-4.604897, -3.273608, 0.238708], [-3.262078, -1.829170, -2.892867], [-2.429446, -0.833228, -0.772120], [-1.309748, -2.071730, -1.367819], [-2.467107, -2.462662, -0.084266], [-5.521210, -4.360034, 8.302658], [-5.158530, -3.141548, 7.488968], [-5.785788, -2.100736, 7.567127], [-4.090617, -3.247896, 6.644667], [-3.234763, -4.395580, 6.422422], [-6.383259, -4.113837, 8.913243], [-5.774983, -5.199813, 7.655083], [-4.697882, -4.652822, 8.955062], [-3.909834, -2.407735, 6.119576], [-2.196981, -4.154657, 6.664757], [-3.283523, -4.714001, 5.378379], [-3.545307, -5.226373, 7.045529], [-4.784479, -2.949506, -5.868754], [-4.121586, -2.634990, -7.188401], [-3.050804, -2.049817, -7.245774], [-4.758147, -3.027245, -8.323338], [-6.022562, -3.726143, -8.445295], [-4.153562, -2.577872, -5.074180], [-5.760781, -2.470631, -5.792571], [-4.908987, -4.023610, -5.735458], [-4.262942, -2.787257, -9.167385], [-5.884830, -4.679490, -8.958091], [-6.735831, -3.129721, -9.016571], [-6.442656, -3.919982, -7.464501], [8.423883, 4.758742, -3.796187], [7.196246, 4.258646, -4.521582], [7.180117, 4.065155, -5.728769], [6.087280, 4.029348, -3.773059], [5.912747, 4.205362, -2.341769], [9.218529, 4.903288, -4.519551], [8.222589, 5.710864, -3.305070], [8.752733, 4.036748, -3.047868], [5.301056, 3.703190, -4.312674], [5.642083, 3.261118, -1.866357], [5.122107, 4.929879, -2.141779], [6.830482, 4.564581, -1.890325]], "forces_ev_per_a": [[-0.36, -0.12, 0.16], [0.14, -0.13, -0.24], [0.20, 0.18, 0.04], [-0.02, 0.31, 0.49], [0.21, -0.41, -0.23], [-0.36, -0.10, -0.01], [-0.30, -0.03, -0.13], [0.19, 0.44, -0.05], [0.65, -0.29, 0.33], [-0.22, 0.11, 0.34], [0.14, 0.04, -0.05], [0.22, 0.04, -0.11], [0.07, -0.09, 0.05], [-0.11, 0.18, -0.22], [0.06, 0.00, -0.17], [-0.12, 0.04, 0.09], [0.25, -0.11, 0.02], [-0.51, -0.01, 0.08], [-0.33, 0.22, -0.05], [0.16, -0.07, -0.26], [-0.08, 0.09, -0.02], [-0.09, 0.01, 0.05], [0.18, -0.10, -0.19], [0.08, -0.15, -0.08], [0.05, 0.21, -0.01], [0.03, 0.06, -0.03], [-0.03, -0.04, 0.05], [0.03, -0.15, -0.02], [-0.04, 0.03, 0.06], [-0.03, -0.06, 0.02], [-0.02, -0.05, 0.00], [-0.04, 0.00, 0.03], [-0.03, 0.04, 0.11], [0.02, -0.12, -0.07], [-0.15, -0.17, 0.20], [-0.14, -0.03, -0.02], [0.16, 0.09, 0.16], [0.01, 0.02, 0.03], [-0.01, -0.06, -0.05], [0.02, 0.01, -0.08], [0.05, 0.02, -0.02], [-0.03, -0.02, -0.06], [-0.01, -0.06, -0.09], [-0.03, 0.01, 0.00], [0.06, 0.00, 0.00], [0.03, 0.05, 0.06], [0.03, 0.01, -0.15], [-0.04, 0.04, 0.02], [0.10, -0.19, -0.07], [0.03, -0.03, -0.01], [-0.05, 0.01, 0.04], [-0.04, 0.03, -0.01], [-0.01, -0.01, -0.02], [-0.03, 0.05, 0.03], [-0.03, 0.05, 0.01], [0.00, 0.02, 0.01], [-0.05, -0.05, 0.02], [0.01, 0.04, -0.06], [-0.02, -0.04, 0.14], [0.05, -0.01, -0.03], [-0.17, -0.08, -0.01], [-0.04, -0.02, 0.01], [0.04, 0.05, 0.00], [0.04, 0.01, -0.05], [0.01, 0.14, 0.01], [0.02, 0.04, -0.01], [0.07, 0.00, -0.02], [0.02, -0.01, 0.00], [-0.03, 0.00, -0.02], [0.04, 0.01, -0.03], [-0.07, -0.04, 0.13], [-0.01, -0.04, 0.09], [-0.04, 0.11, -0.28], [-0.02, 0.00, -0.04], [0.01, 0.02, 0.04], [0.05, -0.01, 0.03], [0.02, 0.00, -0.01], [0.04, -0.01, 0.10], [0.03, -0.01, 0.08], [-0.04, -0.01, 0.01], [-0.02, 0.04, 0.01], [-0.06, -0.09, 0.02], [0.12, 0.12, -0.05], [0.03, -0.05, 0.08], [-0.01, 0.24, -0.12], [-0.01, 0.04, 0.00], [0.04, -0.03, 0.02], [0.00, -0.06, -0.02], [-0.03, 0.00, -0.04], [0.00, -0.07, 0.04], [-0.01, -0.08, 0.03], [0.00, -0.02, 0.01], [0.04, 0.03, -0.21], [0.03, 0.03, 0.03], [0.00, 0.00, 0.02], [-0.05, -0.03, 0.04], [0.16, 0.08, -0.15], [0.04, 0.01, 0.02], [-0.04, -0.06, 0.03], [-0.07, 0.00, 0.04], [0.00, 0.00, -0.01], [-0.04, -0.03, 0.04], [-0.05, -0.02, 0.04], [-0.01, 0.00, 0.02], [0.00, -0.01, -0.07], [-0.10, 0.01, 0.00], [0.12, -0.06, 0.05], [0.06, -0.03, 0.10], [-0.17, -0.09, -0.18], [0.00, 0.00, -0.05], [0.01, -0.02, 0.06], [-0.01, 0.03, 0.04], [-0.01, 0.03, -0.02], [0.09, 0.14, 0.03], [0.03, 0.03, 0.05], [0.03, 0.01, 0.01]], "e_homo_ha": -0.383, "max_force_ev_per_a": 0.786, "e_tot_ev": -66891.8755, "charge": 1, "e_lumo_ha": -0.106}

=====

Entry 2:
{"formula": "C18H13N3O3S", "method": "ωB97M-V/def2-TZVPD", "elements": ["O", "C", "C", "O", "C", "C", "C", "C", "C", "C", "C", "C", "C", "C", "N", "C", "N", "N", "C", "C", "C", "C", "C", "O", "S", "H", "H", "H", "H", "H", "H", "H", "H", "H", "H", "H", "H", "H"], "positions_angstrom": [[1.720425, 2.097639, -0.011630], [1.021570, 1.110106, -0.011246], [-0.498342, 1.179730, -0.012037], [-1.042842, -0.115268, -0.015879], [-2.409133, -0.251575, -0.010929], [-2.863064, -1.589497, -0.013409], [-4.196878, -1.864896, -0.008307], [-5.152915, -0.825813, -0.000303], [-6.539006, -1.078007, 0.005840], [-7.436455, -0.046242, 0.013731], [-6.985115, 1.281955, 0.015625], [-5.645970, 1.558140, 0.009706], [-4.695747, 0.516673, 0.001743], [-3.308709, 0.781096, -0.003877], [1.521635, -0.153528, -0.009111], [2.863693, -0.416167, -0.005968], [3.352791, -1.613707, -0.002551], [4.672785, -1.637356, 0.000827], [5.219632, -0.462971, 0.000013], [6.628230, -0.236678, 0.003746], [7.675695, -1.129002, 0.011048], [8.848391, -0.348166, 0.012209], [8.435479, 0.952372, 0.005602], [7.099866, 1.029720, 0.000494], [4.055253, 0.861643, -0.005449], [-0.807651, 1.749327, -0.899926], [-0.808068, 1.744046, 0.879120], [-2.123936, -2.375299, -0.019375], [-4.540356, -2.888939, -0.010145], [-6.879229, -2.103676, 0.004309], [-8.497812, -0.245714, 0.018574], [-7.705927, 2.086356, 0.021864], [-5.297173, 2.581100, 0.011201], [-2.991822, 1.812693, -0.002339], [0.883266, -0.939852, -0.009305], [7.588915, -2.194870, 0.014981], [9.858866, -0.701571, 0.017294], [8.979655, 1.876200, 0.003867]], "forces_ev_per_a": [[-0.17, 0.31, 0.00], [-0.45, -0.41, 0.00], [-0.07, 0.49, 0.00], [-0.15, -0.13, 0.00], [-0.19, 0.17, 0.00], [-0.05, -0.08, 0.00], [0.30, 0.00, 0.00], [0.02, 0.37, 0.00], [-0.16, 0.07, 0.00], [-0.04, -0.27, 0.00], [0.16, 0.18, 0.00], [-0.16, 0.07, 0.00], [-0.18, -0.38, 0.00], [0.54, 0.00, 0.00], [-0.41, -0.23, 0.00], [1.02, 0.65, 0.00], [-1.81, -0.07, 0.00], [1.71, -0.18, 0.00], [-1.12, 0.80, -0.01], [1.19, -1.08, 0.01], [-0.90, 0.49, -0.01], [-0.01, 0.69, 0.00], [0.92, -0.49, 0.01], [-0.61, 0.24, 0.00], [0.27, -0.98, 0.00], [0.06, -0.08, 0.12], [0.06, -0.08, -0.12], [0.06, -0.12, 0.00], [0.00, -0.11, 0.00], [-0.05, -0.09, 0.00], [-0.07, -0.05, 0.00], [-0.03, 0.08, 0.00], [0.02, 0.10, 0.00], [0.09, 0.09, 0.00], [0.09, 0.10, 0.00], [-0.08, -0.24, 0.00], [0.23, 0.00, 0.00], [-0.04, 0.16, 0.00]], "e_homo_ha": -0.297, "max_force_ev_per_a": 1.807, "e_tot_ev": -40324.4045, "relative_energy_kcal_mol": 0.0, "charge": 0, "smiles": "O=C(COc1ccc2ccccc2c1)Nc1nnc(-c2ccco2)s1", "e_lumo_ha": 0.014}

=====

Entry 3:
{"formula": "C4H8N2O", "method": "ωB97M-V/def2-TZVPD", "elements": ["C", "C", "O", "C", "N", "C", "N", "H", "H", "H", "H", "H", "H", "H", "H"], "positions_angstrom": [[0.548215, 1.444813, -0.131027], [0.614904, -0.034646, 0.276406], [0.635082, -0.180567, 1.671580], [-0.567655, -0.820550, -0.281309], [-1.799020, -0.293632, 0.313120], [1.812738, -0.672179, -0.295763], [2.702149, -1.194246, -0.816760], [1.382997, 1.975611, 0.331839], [-0.392838, 1.871082, 0.231812], [0.608686, 1.567254, -1.218399], [-0.294506, -0.046691, 1.933163], [-0.482395, -1.899896, -0.289848], [-0.599448, -0.524654, -1.454619], [-2.463871, -1.048557, 0.524807], [-1.705031, -0.143138, -0.794996]], "forces_ev_per_a": [[0.04, 0.01, 0.04], [0.28, -0.15, -0.18], [-0.23, 0.00, 0.21], [1.78, -0.43, -2.13], [-0.27, 0.32, -2.54], [1.11, -0.42, -0.35], [-0.78, 0.49, 0.46], [-0.11, -0.06, -0.07], [0.17, -0.10, -0.05], [0.00, -0.06, 0.18], [0.19, 0.03, 0.04], [0.43, -0.18, 0.37], [1.09, -1.03, 1.70], [0.44, 0.37, -0.46], [-4.15, 1.23, 2.81]], "e_homo_ha": -0.386, "max_force_ev_per_a": 5.159, "e_tot_ev": -9302.5976, "relative_energy_kcal_mol": 87.5, "charge": 0, "e_lumo_ha": 0.018}